C19H33ClF7N6O5S | ωB97M-V/def2-TZVPD

strongest force on any atom	2.89	eV Å⁻¹
charge	+1
lowest unoccupied orbital energy	-2.529	eV

The geometry in XYZ format:
```
72
C19H33ClF7N6O5S, DFT ωB97M-V/def2-TZVPD
C 1.367 6.791 0.607
C 1.840 6.125 -0.450
C 2.579 4.829 -0.309
C 1.677 3.627 -0.617
N 2.520 2.400 -0.713
C 1.917 1.178 -0.487
N 2.522 0.108 -0.947
C 2.075 -1.274 -0.737
C 1.234 -1.748 -1.928
C 1.325 -3.244 -2.156
Cl 0.904 -3.574 -3.858
N 0.806 1.063 0.246
C -0.153 2.186 0.090
N -0.680 2.171 -1.254
S -1.494 1.685 1.225
O -2.077 0.498 0.663
O -0.944 1.500 2.531
C -2.773 3.039 1.433
F -2.167 4.146 1.902
F -3.550 2.536 2.406
C -3.676 3.370 0.201
F -3.800 2.309 -0.605
F -4.895 3.675 0.676
C -3.197 4.614 -0.637
F -1.867 4.784 -0.548
F -3.490 4.387 -1.928
F -3.817 5.717 -0.240
C 0.610 3.461 0.448
O 1.193 3.291 1.721
H 0.858 7.728 0.467
H 1.509 6.429 1.611
H 1.709 6.549 -1.432
H 3.381 4.813 -1.042
H 3.007 4.737 0.680
H 1.227 3.867 -1.577
H 2.882 2.362 -1.657
H 3.369 0.220 -1.476
H 2.926 -1.920 -0.582
H 1.478 -1.346 0.162
H 0.197 -1.440 -1.834
H 1.619 -1.258 -2.819
H 2.323 -3.619 -1.983
H 0.590 -3.757 -1.561
H 0.299 0.206 0.042
H -0.596 3.052 -1.734
H -1.610 1.785 -1.336
H -0.022 4.332 0.538
H 2.122 3.070 1.646
C -2.154 -5.802 -2.755
C -2.296 -4.708 -1.727
O -1.644 -3.671 -1.791
N -3.176 -4.906 -0.718
C -4.027 -6.059 -0.480
H -1.417 -5.494 -3.490
H -1.817 -6.727 -2.286
H -3.103 -5.979 -3.260
H -3.223 -4.138 -0.068
H -5.074 -5.752 -0.479
H -3.793 -6.497 0.491
H -3.884 -6.812 -1.246
C 0.798 -2.614 2.253
C 1.909 -3.561 1.867
O 1.982 -4.032 0.740
N 2.836 -3.861 2.809
C 2.907 -3.394 4.183
H 0.147 -2.482 1.393
H 0.207 -3.005 3.080
H 1.218 -1.644 2.528
H 3.549 -4.494 2.483
H 3.847 -2.865 4.346
H 2.866 -4.244 4.865
H 2.085 -2.725 4.410
```